{
  "formula": "C47H63FNO5P2SSbTi",
  "method": "wB97M-V/def2-TZVPD",
  "elements": ["Ti", "C", "C", "C", "P", "C", "C", "C", "C", "C", "C", "C", "C", "C", "C", "N", "C", "C", "C", "C", "C", "C", "C", "P", "C", "C", "C", "C", "C", "C", "H", "H", "H", "H", "H", "H", "H", "H", "H", "H", "H", "H", "H", "H", "H", "H", "H", "H", "H", "H", "H", "H", "H", "H", "H", "H", "H", "H", "H", "H", "H", "H", "H", "H", "H", "H", "H", "H", "H", "H", "O", "S", "O", "O", "O", "O", "H", "H", "F", "C", "C", "C", "C", "C", "C", "C", "Sb", "C", "C", "C", "C", "C", "C", "C", "C", "C", "C", "C", "C", "C", "C", "H", "H", "H", "H", "H", "H", "H", "H", "H", "H", "H", "H", "H", "H", "H", "H", "H", "H", "H", "H", "H"],
  "positions_angstrom": [[0.1270, 0.7953, 0.7590], [-2.5675, -0.4987, -2.4990], [-1.6376, 0.6307, -2.9442], [-2.2746, 1.4236, -4.0824], [-1.0902, 1.5659, -1.4510], [-0.3594, 3.1230, -2.1687], [-1.3149, 4.2589, -2.5324], [0.7512, 3.6978, -1.2826], [-2.6322, 1.9375, -0.5292], [-3.6848, 2.7202, -0.9997], [-4.8357, 2.9586, -0.2617], [-5.9268, 3.8587, -0.7808], [-4.9230, 2.3610, 0.9925], [-3.9204, 1.5461, 1.4804], [-2.7548, 1.3051, 0.7345], [-1.7871, 0.3951, 1.1339], [-1.6670, -0.0702, 2.4751], [-1.7195, 0.7556, 3.5925], [-1.6048, 0.2189, 4.8658], [-1.4537, -1.1468, 5.0631], [-1.3551, -1.7367, 6.4459], [-1.3737, -1.9645, 3.9397], [-1.4619, -1.4612, 2.6488], [-1.3406, -2.4512, 1.0935], [-3.0561, -3.2029, 1.0733], [-4.0320, -2.0812, 0.6876], [-3.5999, -3.8746, 2.3345], [-0.1360, -3.8612, 1.4208], [1.0244, -3.4555, 2.3336], [-0.6671, -5.2277, 1.8495], [-2.6778, -1.2316, -3.3027], [-3.5565, -0.1042, -2.2519], [-2.1764, -1.0097, -1.6183], [-0.7114, 0.1808, -3.3136], [-3.1848, 1.9362, -3.7654], [-2.5529, 0.7248, -4.8765], [-1.5899, 2.1511, -4.5192], [0.1100, 2.7397, -3.0832], [-1.8150, 4.6333, -1.6388], [-2.0731, 3.9782, -3.2615], [-0.7356, 5.0827, -2.9595], [0.3275, 4.2081, -0.4183], [1.3345, 4.4211, -1.8615], [1.4283, 2.9336, -0.8999], [-3.6125, 3.1711, -1.9802], [-5.8733, 3.9541, -1.8662], [-5.8510, 4.8644, -0.3585], [-6.9150, 3.4725, -0.5241], [-5.8067, 2.5289, 1.6009], [-4.0345, 1.0733, 2.4468], [-1.8128, 1.8252, 3.4506], [-1.6317, 0.8805, 5.7252], [-1.6426, -1.0075, 7.2039], [-0.3347, -2.0593, 6.6663], [-2.0044, -2.6082, 6.5505], [-1.2493, -3.0327, 4.0842], [-3.0316, -3.9311, 0.2538], [-4.1610, -1.3931, 1.5265], [-5.0125, -2.4999, 0.4441], [-3.6863, -1.4928, -0.1602], [-3.5714, -3.1813, 3.1766], [-3.0655, -4.7786, 2.6141], [-4.6477, -4.1489, 2.1728], [0.2920, -3.9844, 0.4190], [0.7430, -3.5336, 3.3844], [1.3696, -2.4402, 2.1577], [1.8761, -4.1189, 2.1615], [-1.0154, -5.2118, 2.8836], [0.1451, -5.9591, 1.7929], [-1.4798, -5.5874, 1.2160], [3.4294, -0.8524, 1.7534], [2.3653, 0.0062, 1.3361], [2.7301, 1.2453, 0.6252], [1.3727, -0.6983, 0.3305], [1.3947, 0.3776, 2.4223], [0.2819, -1.6319, -2.1498], [-0.2468, -2.4259, -2.0159], [0.5957, -1.4289, -1.2499], [-0.0886, 2.5334, 1.2725], [5.6600, -0.4164, -4.3911], [5.6684, 0.9434, -3.7411], [6.7453, 1.7933, -3.9927], [6.8335, 3.0566, -3.4239], [5.8287, 3.4943, -2.5766], [4.7517, 2.6568, -2.3202], [4.6495, 1.3858, -2.8860], [2.8526, 0.3279, -2.3162], [2.3344, -0.1832, -4.3816], [2.0215, -1.4732, -4.8102], [1.3275, -1.7175, -5.9871], [0.9063, -0.6537, -6.7682], [1.2388, 0.6357, -6.3846], [1.9533, 0.8887, -5.2140], [2.3388, 2.3190, -4.9198], [3.9000, -1.4501, -1.6357], [3.2729, -2.6827, -1.8391], [3.7876, -3.8686, -1.3368], [4.9623, -3.8387, -0.6037], [5.5748, -2.6215, -0.3636], [5.0551, -1.4177, -0.8400], [5.7620, -0.1526, -0.4214], [6.5520, -0.5499, -5.0038], [4.7803, -0.5465, -5.0225], [5.6285, -1.2106, -3.6422], [7.5370, 1.4495, -4.6502], [7.6841, 3.6908, -3.6427], [5.8812, 4.4734, -2.1164], [3.9763, 2.9950, -1.6384], [2.3441, -2.3224, -4.2250], [1.1037, -2.7363, -6.2803], [0.3288, -0.8231, -7.6689], [0.9309, 1.4742, -7.0007], [1.7960, 3.0046, -5.5718], [3.4083, 2.4688, -5.0781], [2.1430, 2.6054, -3.8828], [2.3417, -2.7198, -2.3841], [3.2632, -4.8017, -1.5064], [5.3855, -4.7500, -0.1985], [6.4671, -2.5873, 0.2517], [6.3516, -0.3513, 0.4735], [5.0549, 0.6386, -0.1749], [6.4298, 0.2183, -1.2012]],
  "forces_ev_per_a": [[-0.7, 1.4, -0.5], [0.0, 0.0, 0.0], [0.0, -0.2, -0.1], [0.0, 0.0, 0.0], [-0.2, 0.4, 0.1], [0.0, 0.1, 0.1], [0.0, 0.0, -0.1], [0.0, 0.0, 0.0], [0.1, 0.0, 0.0], [0.0, 0.0, 0.0], [0.0, 0.0, 0.0], [0.0, 0.0, 0.0], [0.0, 0.0, 0.0], [-0.1, 0.1, 0.0], [0.1, -0.5, 0.1], [-0.1, 0.3, 0.7], [-0.9, -0.5, -0.5], [0.1, 0.1, 0.1], [0.0, 0.1, 0.0], [0.0, -0.1, 0.0], [0.0, 0.0, 0.0], [0.1, 0.0, 0.0], [0.0, 0.2, -0.2], [-0.1, -0.2, 0.2], [-0.1, 0.1, 0.0], [0.0, 0.0, -0.1], [0.0, 0.0, 0.0], [0.0, 0.0, 0.2], [0.1, 0.1, 0.0], [0.0, 0.0, 0.0], [0.0, 0.0, 0.0], [0.0, 0.0, 0.0], [0.0, 0.0, 0.0], [0.0, 0.0, 0.0], [0.0, 0.0, 0.0], [0.0, 0.0, 0.0], [0.0, 0.0, 0.0], [0.0, 0.0, 0.0], [0.0, 0.0, 0.0], [0.0, 0.0, 0.0], [0.0, 0.0, 0.0], [0.0, 0.0, 0.0], [0.0, 0.0, 0.0], [0.0, 0.0, 0.0], [0.0, 0.0, 0.0], [0.0, 0.0, 0.0], [0.0, 0.0, 0.0], [0.0, 0.0, 0.0], [0.0, 0.0, 0.0], [0.0, 0.0, 0.0], [0.0, 0.0, 0.0], [0.0, 0.0, 0.0], [0.0, 0.0, 0.0], [0.0, 0.0, 0.0], [0.0, 0.0, 0.0], [0.0, 0.0, 0.0], [0.0, 0.0, 0.0], [0.0, 0.0, 0.0], [0.0, 0.0, 0.0], [0.0, 0.0, 0.0], [0.0, 0.0, 0.0], [0.0, 0.0, 0.0], [0.0, 0.0, 0.0], [0.0, 0.0, 0.0], [0.0, 0.0, 0.0], [0.0, 0.0, 0.0], [0.0, 0.0, 0.0], [0.0, 0.0, 0.0], [0.0, 0.0, 0.0], [0.0, 0.0, 0.0], [0.0, 0.0, -0.1], [0.4, -0.1, 0.1], [0.1, -0.4, 0.2], [0.6, -0.1, 0.3], [0.2, -0.3, -0.2], [0.1, -0.2, 0.2], [-0.1, 0.0, 0.0], [0.0, 0.0, 0.0], [0.1, 0.0, -0.1], [-0.1, 0.0, 0.1], [0.0, 0.0, -0.1], [0.0, 0.0, 0.0], [0.0, 0.0, 0.0], [0.0, 0.0, 0.0], [0.0, 0.0, 0.0], [0.0, 0.3, 0.1], [0.5, -0.2, -0.5], [-0.4, 0.1, 0.0], [0.2, 0.0, 0.0], [0.0, 0.0, 0.0], [0.0, 0.0, 0.0], [0.0, 0.0, 0.0], [0.1, 0.0, 0.0], [0.0, -0.1, 0.0], [-0.3, -0.2, 0.1], [0.1, 0.0, -0.1], [0.0, 0.0, 0.0], [0.0, 0.0, 0.0], [0.0, 0.0, 0.0], [0.1, 0.1, 0.0], [-0.1, 0.0, 0.0], [0.0, 0.0, 0.0], [0.0, 0.0, 0.0], [0.0, 0.0, 0.0], [0.0, 0.0, 0.0], [0.0, 0.0, 0.0], [0.0, 0.0, 0.0], [0.0, 0.0, 0.0], [-0.1, 0.0, 0.0], [0.0, 0.0, 0.0], [0.0, 0.0, 0.0], [0.0, 0.0, 0.0], [0.0, 0.0, 0.0], [0.0, 0.0, 0.0], [0.0, 0.0, 0.0], [-0.1, 0.0, 0.1], [0.0, 0.0, 0.0], [0.0, 0.0, 0.0], [0.0, 0.0, 0.0], [0.0, 0.0, 0.0], [0.0, 0.0, 0.0], [0.0, 0.0, 0.0]],
  "total_energy_ev": -123279.391,
  "lumo_energy_ha": [0.0910, 0.0910],
  "spin_multiplicity": 2,
  "e_homo_ev": [-4.672, -4.702],
  "e_above_lowest_ev": 1.599,
  "charge": -1,
  "fmax_ha_per_bohr": 0.0317
}